Model w:
This record from OMol25 describes one molecule with the formula C3H4F2O. The level of theory is the ωB97M-V functional and the def2-TZVPD basis.

CARTESIAN COORDINATES (ANGSTROEM)
C  1.481  0.170  0.369
O  0.683  0.497  -0.812
C  -0.390  -0.304  -0.567
C  -1.560  0.178  -0.293
F  -2.061  1.422  -0.044
F  -2.719  -0.592  -0.019
H  0.825  0.037  1.303
H  1.791  -0.889  0.163
H  2.335  0.832  0.315
H  -0.384  -1.350  -0.416

Calculated values
Frontier orbital gap ... 0.39586 hartree
HOMO level ... -10.0 eV
SMILES string ... COC=C(F)F
Charge ... 0
2S+1 ... 1


Model x:
This record from OMol25 describes one molecule with the formula C3H4F2O. The level of theory is the ωB97M-V functional and the def2-TZVPD basis.

CARTESIAN COORDINATES (ANGSTROEM)
O  -0.548  -1.093  1.752
C  -0.223  0.029  1.262
C  0.708  0.128  0.185
F  1.259  1.403  0.226
C  -0.341  -0.007  -0.999
F  0.466  -0.304  -1.961
H  -0.669  0.885  1.532
H  1.187  -0.806  0.013
H  -1.061  0.732  -1.202
H  -0.778  -0.967  -0.807

Calculated values
Frontier orbital gap ... 0.39841 hartree
HOMO level ... -10.4 eV
SMILES string ... O=C[C@H](F)CF
Charge ... 0
2S+1 ... 1


Least stable of them? model w.


Model w:
This record from OMol25 describes one molecule with the formula C4H4ClF. The level of theory is the ωB97M-V functional and the def2-TZVPD basis.

CARTESIAN COORDINATES (ANGSTROEM)
C  0.936  1.265  -0.024
C  0.947  -0.055  0.195
Cl  2.298  -1.208  -0.231
C  -0.346  -0.804  0.596
C  -1.301  -0.503  -0.351
F  -2.560  -0.971  -0.237
H  1.727  1.838  -0.502
H  -0.059  1.718  0.260
H  -0.441  -1.449  1.563
H  -1.202  0.170  -1.269

Calculated values
Frontier orbital gap ... 0.39147 hartree
HOMO level ... -9.8 eV
SMILES string ... C=C(Cl)/C=C/F
Charge ... 0
2S+1 ... 1


Model x:
This record from OMol25 describes one molecule with the formula C4H4ClF. The level of theory is the ωB97M-V functional and the def2-TZVPD basis.

CARTESIAN COORDINATES (ANGSTROEM)
F  1.279  0.702  2.074
C  0.407  0.356  1.157
C  -0.279  -1.224  0.574
C  -0.476  -0.482  -0.708
C  0.181  0.833  -0.220
Cl  1.663  1.331  -1.139
H  -0.878  -1.919  1.116
H  0.099  -0.920  -1.526
H  -1.511  -0.376  -1.049
H  -0.486  1.698  -0.280

Calculated values
Frontier orbital gap (spin up / spin down) ... 0.32437 / 0.31247 hartree
HOMO level (spin up / spin down) ... -8.9 / -8.6 eV
SMILES string ... FC1=CC[C@@H]1Cl
Charge ... 0
2S+1 ... 1


Least stable of them? model x.


Model w:
This record from OMol25 describes C28H32N13O5S4Sn as an isolated structure. The level of theory is the ωB97M-V functional and the def2-TZVPD basis.

CARTESIAN COORDINATES (ANGSTROEM)
Sn  -1.750  -9.608  -19.561
N  -3.551  -13.089  -19.228
C  -4.074  -12.268  -20.196
N  -3.866  -10.991  -20.310
C  -4.525  -10.423  -21.350
C  -5.359  -11.255  -22.011
S  -5.317  -12.868  -21.277
C  -4.224  -9.063  -21.718
C  -5.006  -8.089  -22.174
S  -4.040  -6.704  -22.459
C  -2.556  -7.627  -22.180
N  -2.872  -8.784  -21.716
N  -1.338  -7.181  -22.409
H  -2.983  -12.675  -18.490
H  -3.131  -13.861  -19.699
H  -5.870  -10.989  -22.891
H  -6.079  -8.021  -22.316
H  -1.029  -6.240  -22.173
H  -0.605  -7.833  -22.046
N  2.282  -14.164  -15.985
C  1.701  -13.898  -17.240
C  1.315  -14.927  -18.117
C  0.734  -14.571  -19.325
C  0.575  -13.266  -19.689
C  0.944  -12.274  -18.843
C  1.453  -12.552  -17.572
S  -0.123  -12.807  -21.307
O  -1.446  -13.405  -21.334
O  0.755  -13.287  -22.356
N  -0.216  -11.201  -21.282
C  0.861  -10.486  -21.668
S  2.442  -11.076  -22.227
C  3.026  -9.423  -22.352
C  1.993  -8.600  -22.092
N  0.783  -9.196  -21.793
H  2.905  -14.922  -16.032
H  2.637  -13.379  -15.427
H  1.501  -15.956  -17.855
H  0.581  -15.363  -20.029
H  0.796  -11.250  -19.149
H  1.654  -11.724  -16.892
H  4.079  -9.173  -22.570
H  1.999  -7.512  -22.326
C  -1.866  -3.130  -18.928
C  -2.845  -4.204  -19.513
N  -2.083  -5.441  -19.844
C  -1.081  -5.860  -18.936
N  -0.548  -7.040  -19.119
C  0.350  -7.416  -18.039
C  1.367  -6.335  -17.791
C  0.546  -5.157  -17.258
N  -0.653  -4.964  -18.036
C  -1.390  -3.748  -17.687
H  -2.456  -2.249  -18.746
H  -1.035  -2.916  -19.605
H  -3.298  -3.905  -20.452
H  -3.619  -4.372  -18.716
H  -2.732  -6.182  -20.124
H  0.772  -8.410  -18.322
H  -0.208  -7.650  -17.128
H  1.876  -6.034  -18.653
H  2.076  -6.687  -17.050
H  1.179  -4.315  -17.455
H  0.433  -5.206  -16.176
H  -0.609  -3.140  -17.194
H  -2.179  -3.930  -16.923
C  -1.532  -12.034  -15.612
C  -1.475  -11.066  -16.760
O  -0.942  -9.976  -16.563
O  -2.067  -11.329  -17.849
H  -0.926  -11.677  -14.761
H  -1.344  -13.036  -15.900
H  -2.535  -12.051  -15.245
N  -2.925  -7.945  -16.736
C  -3.688  -7.711  -17.816
O  -3.595  -8.407  -18.909
C  -4.538  -6.573  -17.844
C  -5.267  -6.227  -18.955
N  -5.951  -5.975  -19.854
C  -4.657  -5.682  -16.737
N  -4.629  -4.907  -15.878
H  -2.910  -7.267  -15.984
H  -2.263  -8.708  -16.722

Calculated values
Frontier orbital gap ... 0.28370 hartree
HOMO level ... -5.4 eV
Charge ... -1
2S+1 ... 1


Model x:
This record from OMol25 describes C28H32N13O5S4Sn as an isolated structure. The level of theory is the ωB97M-V functional and the def2-TZVPD basis.

CARTESIAN COORDINATES (ANGSTROEM)
Sn  0.282  0.730  -0.870
N  2.342  3.793  0.105
C  2.380  3.110  1.297
N  1.353  2.912  2.103
C  1.737  2.120  3.189
C  3.044  1.694  3.168
S  3.860  2.491  1.892
C  0.768  1.569  4.143
C  1.018  1.481  5.489
S  -0.189  0.574  6.260
C  -1.012  0.481  4.797
N  -0.403  1.017  3.782
N  -2.199  -0.200  4.778
H  1.303  3.983  -0.190
H  2.802  3.195  -0.604
H  3.496  1.100  3.973
H  1.898  1.953  5.917
H  -2.829  0.147  5.447
H  -2.670  -0.180  3.852
N  6.502  -3.927  -1.445
C  5.301  -3.369  -1.963
C  5.030  -3.210  -3.346
C  3.830  -2.693  -3.810
C  2.857  -2.282  -2.890
C  3.084  -2.451  -1.556
C  4.282  -2.965  -1.093
S  1.271  -1.530  -3.300
O  0.340  -2.284  -2.589
O  1.124  -1.496  -4.764
N  1.294  -0.008  -2.739
C  1.739  1.038  -3.557
S  2.098  0.834  -5.308
C  2.571  2.500  -5.303
C  2.404  3.040  -4.043
N  1.924  2.194  -3.056
H  7.338  -3.591  -1.926
H  6.477  -3.767  -0.457
H  5.716  -3.584  -4.104
H  3.677  -2.648  -4.866
H  2.342  -2.202  -0.779
H  4.391  -3.098  -0.022
H  3.103  2.920  -6.088
H  2.596  4.116  -3.831
C  -3.106  2.719  -0.498
C  -2.902  2.955  1.015
N  -2.517  1.645  1.550
C  -3.409  0.630  1.322
N  -3.291  -0.430  2.067
C  -4.095  -1.593  1.726
C  -4.563  -1.652  0.287
C  -5.188  -0.351  -0.164
N  -4.362  0.784  0.331
C  -4.277  1.796  -0.661
H  -2.212  2.302  -0.809
H  -3.192  3.654  -1.088
H  -3.842  3.323  1.573
H  -2.091  3.599  1.249
H  -1.712  1.503  2.210
H  -4.840  -1.727  2.521
H  -3.423  -2.453  1.898
H  -5.308  -2.462  0.067
H  -3.718  -1.852  -0.308
H  -6.239  -0.264  0.155
H  -5.072  -0.317  -1.237
H  -5.199  2.546  -0.608
H  -4.184  1.339  -1.620
C  -3.049  -0.830  -3.041
C  -1.985  -0.035  -2.263
O  -1.608  1.022  -2.757
O  -1.483  -0.505  -1.160
H  -2.543  -1.132  -3.967
H  -3.861  -0.119  -3.337
H  -3.486  -1.709  -2.495
N  -0.689  -1.421  1.759
C  0.617  -1.352  1.475
O  1.011  -0.969  0.315
C  1.534  -1.664  2.533
C  2.912  -1.367  2.207
N  4.053  -1.267  2.033
C  1.030  -2.325  3.640
N  0.378  -2.871  4.460
H  -1.446  -1.086  1.199
H  -0.913  -1.570  2.729

Calculated values
Frontier orbital gap ... 0.27989 hartree
HOMO level ... -5.2 eV
Charge ... -1
2S+1 ... 1


Least stable of them? model x.


Model w:
This record from OMol25 describes an isolated ion of composition C4H12NO2 and charge +2. The level of theory is the ωB97M-V functional and the def2-TZVPD basis.

CARTESIAN COORDINATES (ANGSTROEM)
C  0.374  -0.013  -1.613
O  1.623  0.217  -2.194
C  0.569  0.137  -0.123
C  -0.730  0.208  0.688
C  -1.370  -1.160  1.043
O  -1.546  -1.242  2.411
N  1.409  1.345  0.177
H  -0.402  0.674  -1.983
H  0.026  -1.035  -1.749
H  1.589  0.453  -3.119
H  1.124  -0.723  0.260
H  -0.708  0.770  1.619
H  -1.509  0.769  0.149
H  -2.337  -1.228  0.496
H  -0.906  -2.095  0.601
H  -2.078  -2.074  2.533
H  1.953  1.253  1.040
H  0.830  2.176  0.329
H  2.089  1.568  -0.564

Calculated values
<S²> ... 0.7549
Frontier orbital gap (spin up / spin down) ... 0.42302 / 0.17208 hartree
HOMO level (spin up / spin down) ... -18.7 / -18.7 eV
Charge ... +2
2S+1 ... 2


Model x:
This record from OMol25 describes a 2-piece molecular cluster, C4H12NO2 overall. The level of theory is the ωB97M-V functional and the def2-TZVPD basis.

CARTESIAN COORDINATES (ANGSTROEM)
C  -1.261  0.719  0.148
O  -1.968  -0.313  0.965
C  -0.297  -0.120  -0.738
C  1.197  -0.156  -0.218
C  1.298  -0.660  1.224
O  0.743  -2.021  1.339
N  -0.323  0.236  -2.164
H  -2.038  1.054  -0.456
H  -0.800  1.408  0.797
H  -2.596  -0.011  1.671
H  -0.597  -1.186  -0.668
H  1.809  -0.904  -0.793
H  1.726  0.755  -0.312
H  2.429  -0.625  1.536
H  0.757  0.037  1.837
H  -0.206  -1.837  1.524
H  -0.135  1.228  -1.944
H  -0.152  2.542  -1.005
H  0.413  -0.146  -2.743

Calculated values
<S²> ... 1.6922
Frontier orbital gap (spin up / spin down) ... 0.34188 / 0.18678 hartree
HOMO level (spin up / spin down) ... -19.6 / -19.6 eV
Charge ... +2
2S+1 ... 2


Least stable of them? model x.


Model w:
This record from OMol25 describes a 2-piece molecular cluster, CH4O2S overall. The level of theory is the ωB97M-V functional and the def2-TZVPD basis.

CARTESIAN COORDINATES (ANGSTROEM)
O  1.262  0.009  0.557
C  1.359  -0.991  -0.092
O  0.355  -1.570  -0.761
H  2.260  -1.601  -0.240
H  -0.449  -1.041  -0.621
S  -1.778  1.185  0.353
H  -0.550  1.676  0.512
H  -2.458  2.333  0.291

Calculated values
Frontier orbital gap ... 0.38996 hartree
HOMO level ... -9.9 eV
SMILES string ... O=CO.S
Charge ... 0
2S+1 ... 1


Model x:
This record from OMol25 describes one molecule with the formula CH4O2S. The level of theory is the ωB97M-V functional and the def2-TZVPD basis.

CARTESIAN COORDINATES (ANGSTROEM)
O  -1.059  -1.194  0.178
C  -0.293  0.032  0.151
O  1.029  0.259  0.797
S  2.243  -0.445  -0.114
H  -1.693  -1.218  0.918
H  -0.213  0.305  -0.877
H  -0.994  0.951  0.539
H  2.328  0.404  -1.121

Calculated values
Frontier orbital gap ... 0.37012 hartree
HOMO level ... -9.3 eV
SMILES string ... OCOS
Charge ... 0
2S+1 ... 1


Model y:
This record from OMol25 describes a 2-piece molecular cluster, CH4O2S overall. The level of theory is the ωB97M-V functional and the def2-TZVPD basis.

CARTESIAN COORDINATES (ANGSTROEM)
C  -0.188  0.331  1.169
O  0.230  -0.454  -2.543
O  0.952  -1.002  -0.841
S  -0.017  -1.329  0.192
H  -0.294  0.237  2.223
H  -1.023  1.118  0.933
H  0.740  0.909  1.113
H  -0.400  0.189  -2.245

Calculated values
Frontier orbital gap (spin up / spin down) ... 0.34906 / 0.32636 hartree
HOMO level (spin up / spin down) ... -10.7 / -9.3 eV
Charge ... 0
2S+1 ... 1


Least stable of them? model y.


Model w:
This record from OMol25 describes a 2-piece molecular cluster, C4H9N3O2 overall. The level of theory is the ωB97M-V functional and the def2-TZVPD basis.

CARTESIAN COORDINATES (ANGSTROEM)
N  -1.539  -0.194  -1.695
C  -1.280  0.220  -0.422
O  -1.255  1.382  -0.036
C  -2.148  -0.767  0.710
O  -2.729  -1.769  0.388
H  -0.747  -0.662  -2.136
H  -2.457  -0.566  -1.891
H  -2.556  -0.129  1.526
C  1.728  0.218  1.624
C  1.369  -0.669  0.483
N  1.025  -0.282  -0.694
N  1.240  0.963  -1.238
H  1.116  1.118  1.600
H  2.776  0.526  1.562
H  1.627  -0.339  2.554
H  1.477  -1.740  0.591
H  0.883  1.753  -0.702
H  1.469  0.937  -2.223

Calculated values
Frontier orbital gap ... 0.33100 hartree
HOMO level ... -8.8 eV
SMILES string ... NC(=O)C=O.C/C=N\N
Charge ... 0
2S+1 ... 1


Model x:
This record from OMol25 describes C4H9N3O2 as an isolated structure. The level of theory is the ωB97M-V functional and the def2-TZVPD basis.

CARTESIAN COORDINATES (ANGSTROEM)
C  0.874  -2.010  -0.095
N  -1.798  -0.643  -0.018
C  2.264  0.500  -0.075
C  -0.195  0.400  0.123
C  0.594  -0.573  -0.062
N  -2.850  0.267  -0.186
N  -0.550  1.673  0.311
O  2.262  1.870  -0.051
O  3.302  -0.104  -0.172
H  3.188  2.180  -0.057
H  -1.818  -1.040  0.920
H  -3.464  0.364  0.619
H  -3.386  0.014  -1.009
H  0.162  2.360  0.110
H  -1.494  1.861  -0.030
H  0.541  -2.518  0.813
H  0.411  -2.479  -0.964
H  1.957  -2.124  -0.178

Calculated values
Frontier orbital gap ... 0.32024 hartree
HOMO level ... -8.0 eV
Charge ... 0
2S+1 ... 1


Least stable of them? model x.